# CH4O3S

A 2-piece molecular cluster, CH4O3S overall (ωB97M-V/def2-TZVPD, the Open Molecules 2025 dataset).

Output
max |F|: 0.10494 Eh/bohr
Kohn-Sham gap: 10.124 eV
HOMO: -10.00 eV
energy relative to the best compared isomer or geometry (same formula, charge and spin): 358.3 kJ/mol

Last column: Löwdin charge in e.
Atoms and positions in Å:
C 0.19 -0.11 0.17  -0.6889
O 0.60 -1.25 -0.59  0.0240
O 0.49 0.99 -0.57  0.0033
O -1.00 -0.15 0.76  -0.4958
S -2.33 0.01 -0.31  0.8125
H 1.19 0.11 1.47  0.2386
H 0.16 -2.05 -0.43  0.0642
H 0.24 0.84 -1.49  0.0951
H -2.17 -1.36 -0.82  -0.0531